Model A:
17
Properties=species:S:1:pos:R:3 method="wB97M-V/def2-TZVPD" e_homo_ev=-14.3 gap_ev=11.0 total_charge=+1
C -0.74700 0.73582 0.07083
N -0.72891 -0.72521 -0.13094
H -1.71290 1.19023 -0.32076
H 0.17779 1.09152 -0.62719
H -0.55868 1.00009 1.13487
H -1.77237 -0.95717 0.14817
H -0.43392 -0.90383 -1.11596
H 0.09743 -1.09666 0.35068
H 2.28819 -1.41516 1.18115
H 1.86363 0.00363 1.63320
O 1.47894 -0.86477 1.34284
H 3.74735 3.58802 -1.20589
H 3.54809 2.09796 -1.19732
O 3.02531 2.92381 -1.18074
H -3.50744 -2.69841 0.60694
H -3.38377 -2.06393 -0.81203
O -3.38174 -1.90592 0.12215


Model B:
17
Properties=species:S:1:pos:R:3 method="wB97M-V/def2-TZVPD" e_homo_ev=-15.3 gap_ev=12.4 total_charge=+1
C -1.09651 -1.15391 -0.35655
N -0.11744 -0.43354 0.53390
H -2.03237 -1.32243 0.16946
H -0.61586 -2.02689 -0.75970
H -1.30292 -0.51984 -1.19509
H -0.73955 0.13568 1.15312
H 0.34222 -1.10926 1.14121
H 0.39383 0.35409 0.05494
H 2.27445 1.78654 -0.40619
H 1.10249 2.18617 -1.27131
O 1.31397 1.70053 -0.46119
H 2.95185 -1.60966 -0.87547
H 2.43242 -1.10275 -2.17876
O 2.33593 -0.95324 -1.22949
H -2.91675 0.82298 2.18644
H -2.24477 2.08826 1.65303
O -2.08098 1.15727 1.84166


Which is most stable? The ranking, best first, is model B, model A.


Model A:
20
Properties=species:S:1:pos:R:3 method="wB97M-V/def2-TZVPD" e_homo_ev=-4.2 gap_ev=7.7 total_charge=-1
S 1.87832 -0.51982 1.38940
H 2.20626 -1.72946 1.90996
H 0.69318 -2.20539 -0.13712
H 0.73521 -2.18606 -1.56032
O 0.16888 -2.56338 -0.87944
H -0.80419 2.17109 -0.82268
H -0.09200 1.29446 -1.77435
O -1.01724 1.53402 -1.53889
H -1.36582 -1.38180 -0.70973
H -1.58876 0.12410 -0.59026
O -1.98995 -0.72922 -0.32893
H 0.68600 2.09744 0.93102
H -0.61977 1.60138 1.63821
O -0.25933 2.26066 0.98995
H 0.94285 -0.05367 -1.20401
H 2.33425 0.46462 -1.72673
O 1.43059 0.23841 -1.99273
H -0.45779 -0.19038 2.61822
H -1.57289 -0.37906 1.50712
O -1.30780 0.15206 2.28132


Model B:
20
Properties=species:S:1:pos:R:3 method="wB97M-V/def2-TZVPD" e_homo_ev=-4.5 gap_ev=7.9 total_charge=-1
S -2.48865 0.49821 0.81787
H -1.75236 0.81678 1.89017
H -1.76676 -1.07453 -0.54491
H -1.45008 -2.45418 -0.97950
O -1.26641 -1.54872 -1.26890
H 1.52902 1.56779 -0.44632
H 1.04097 1.54363 -1.87203
O 1.83718 1.35682 -1.35140
H 0.40883 -1.57384 -0.36080
H 1.74160 -0.90753 -0.60932
O 1.32416 -1.57091 -0.03062
H -0.34152 1.22818 0.86243
H 0.98441 1.17954 1.76353
O 0.51511 1.66273 1.07347
H -1.16912 0.14605 -2.22516
H -1.68708 1.41091 -1.64385
O -1.33626 1.06723 -2.48386
H 0.75724 -1.10848 3.02925
H 1.48552 -1.27231 1.72817
O 1.63418 -0.96737 2.65177


Which is most stable? The ranking, best first, is model B, model A.


Model A:
16
Properties=species:S:1:pos:R:3 method="wB97M-V/def2-TZVPD" e_homo_ev=-14.4 gap_ev=10.9 total_charge=+1
C 0.00580 -1.46792 0.68278
N 1.02281 -1.20766 -0.37622
C -1.36482 -0.89740 0.18973
N -1.05689 0.32341 -0.71928
H 0.24103 -0.92271 1.55048
H -0.23543 -2.51393 0.79617
H 1.80334 -0.81260 -0.04847
H 1.06535 -2.13319 -0.90454
H -2.04963 -0.56876 0.98261
H -1.80260 -1.75594 -0.54078
H -1.85415 0.60131 -1.50379
H -0.85298 1.18919 -0.15833
H -0.15472 0.16659 -1.34504
H 1.10166 3.23956 -0.29546
H 1.96050 2.24682 0.29737
O 1.14629 2.70567 0.45041


Model B:
16
Properties=species:S:1:pos:R:3 method="wB97M-V/def2-TZVPD" e_homo_ev=-14.7 gap_ev=11.7 total_charge=+1
C -0.70875 -1.79787 -1.24051
N -0.45603 -1.33458 0.15064
H -0.57338 -2.87391 -1.32026
H -1.72887 -1.51986 -1.48217
H 0.06236 -1.33079 -1.83773
H -0.98489 -1.80235 0.88404
H -0.71789 -0.24978 0.29830
H 0.53395 -1.36532 0.37336
N 1.37520 0.81650 0.87586
C 0.33594 1.79421 0.57073
O -0.80834 1.21518 -0.08672
H 2.16067 1.05925 0.28562
H 1.67377 0.89146 1.83953
H -0.01852 2.21672 1.55767
H 0.80955 2.66431 0.08238
H -0.95479 1.61687 -0.95075


Model C:
16
Properties=species:S:1:pos:R:3 method="wB97M-V/def2-TZVPD" e_homo_ev=-15.5 gap_ev=12.5 total_charge=+1
C -0.10587 1.38578 -1.05168
N -0.46252 0.08529 -0.50300
C -0.97125 0.15207 0.86987
O -1.24687 -1.16564 1.35077
H -0.98899 2.02416 -1.10268
H 0.19701 1.16599 -2.07834
H 0.72964 1.85534 -0.53348
H -1.17268 -0.26623 -1.06383
H -0.17035 0.60336 1.50612
H -1.86581 0.77915 0.87956
H -2.14009 -1.37514 1.11029
N 1.69356 -1.12510 0.12262
H 0.46657 -0.63161 -0.41585
H 1.61227 -1.84274 0.80066
H 2.49852 -1.37310 -0.49169
H 1.92686 -0.27157 0.60066


Model D:
16
Properties=species:S:1:pos:R:3 method="wB97M-V/def2-TZVPD" e_homo_ev=-14.5 gap_ev=11.4 total_charge=+1
C 1.65202 0.52881 0.31768
N 1.55347 -0.79270 0.93986
C 0.77158 0.51405 -0.96027
N -0.50971 -0.21040 -0.57854
H 1.22559 1.31287 0.94248
H 2.68035 0.81011 0.09620
H 1.91515 -0.79021 1.88415
H 2.09437 -1.47787 0.42185
H 0.43266 1.49998 -1.26056
H 1.21363 -0.08479 -1.75030
H -1.02362 -0.53689 -1.39475
H -1.25015 0.26298 -0.04440
H -0.16150 -0.94762 0.08001
H -3.46714 -0.67125 0.86179
H -3.92251 0.61294 0.26710
O -3.20420 -0.03000 0.17771


Which is most stable? The ranking, best first, is model D, model C, model B, model A.


Model A:
16
Properties=species:S:1:pos:R:3 method="wB97M-V/def2-TZVPD" e_homo_ev=-14.4 gap_ev=11.2 total_charge=+1
C 1.32013 0.71821 -0.53426
N 0.55893 1.98875 -0.83303
C 0.87644 -0.00481 0.81455
N -0.61021 -0.16672 0.70501
H 1.18252 0.02350 -1.36537
H 2.33258 0.94329 -0.47483
H 0.79162 2.38181 -1.79809
H 1.07897 2.68582 -0.31418
H 1.20647 -1.18222 0.96835
H 1.16832 0.63924 1.67957
H -1.12789 -0.55553 1.50387
H -0.75327 -0.74897 -0.08313
H -0.90269 0.79682 0.49219
H -1.83112 -3.02966 -0.16585
H -3.04962 -2.35080 -0.57548
O -2.24118 -2.13872 -0.01933


Model B:
16
Properties=species:S:1:pos:R:3 method="wB97M-V/def2-TZVPD" e_homo_ev=-14.4 gap_ev=11.3 total_charge=+1
C 1.44690 0.70437 1.59035
N 1.19864 0.98719 0.16364
H 1.08496 1.55343 2.12378
H 0.70337 -0.04480 1.80060
H 2.54504 0.37808 1.75760
H 2.03854 1.44675 -0.20938
H 0.14323 1.35568 0.15406
H 1.28968 0.12026 -0.53151
N -0.13865 -1.24634 -1.36803
C -1.24974 -0.93244 -0.52277
O -1.33965 0.44911 0.09596
H 0.10525 -2.19486 -1.40990
H -0.22690 -0.86818 -2.28428
H -2.19115 -1.21848 -0.86148
H -1.12910 -1.53369 0.37962
H -2.24867 0.59535 0.33848


Which is most stable? The ranking, best first, is model A, model B.